A | This record from the OMol25 dataset describes 2 unconnected molecules or ions with the total composition C8H8N2O2. The level of theory is wB97M-V/def2-TZVPD.

Each atom is followed by the atoms it is bonded to, with distances in Å.
Atoms and positions in Å:
1 C -1.058 1.176 0.371  C2 1.394, C8 1.496, N9 1.322
2 C -0.911 -0.196 0.571  C1 1.394, N10 1.357
3 C 1.042 0.668 0.195  C4 1.371, N9 1.349, N10 1.384
4 C 2.400 0.635 0.010  C3 1.371, C5 1.374, H13 1.084
5 C 3.072 -0.553 -0.153  C4 1.374, C6 1.436, H14 1.051
6 C 2.326 -1.774 -0.035  C5 1.436, C7 1.386, H15 1.187
7 C 0.954 -1.742 0.163  C6 1.386, N10 1.365, H16 1.097
8 C -2.272 2.021 0.149  C1 1.496, H17 1.090, H18 1.163, H19 1.063
9 N 0.155 1.684 0.230  C1 1.322, C3 1.349
10 N 0.399 -0.530 0.454  C2 1.357, C3 1.384, C7 1.365
11 O -2.649 -1.275 -1.138  O12 1.338, H20 1.010
12 O -2.262 -1.690 0.073  O11 1.338
13 H 2.797 1.622 -0.197  C4 1.084
14 H 4.064 -0.538 -0.497  C5 1.051
15 H 2.630 -2.897 -0.268  C6 1.187
16 H 0.540 -2.664 0.589  C7 1.097
17 H -3.205 1.544 0.450  C8 1.090
18 H -2.161 2.876 0.929  C8 1.163
19 H -2.377 2.346 -0.857  C8 1.063
20 H -3.484 -0.715 -1.038  O11 1.010

Summary:
- HOMO (alpha / beta) (eV) = -8.24 / -8.18
- lowest unoccupied orbital energy (alpha / beta) (hartree) = -0.019 / -0.020
- HOMO-LUMO gap (alpha / beta) (eV) = 7.7 / 7.6

***

B | This record from the OMol25 dataset describes 2 unconnected molecules or ions with the total composition C8H8N2O2. The level of theory is wB97M-V/def2-TZVPD.

Each atom is followed by the atoms it is bonded to, with distances in Å.
Atoms and positions in Å:
1 C -0.635 2.979 -0.216  C2 1.362, C3 1.477, H13 1.146
2 C -1.549 2.033 -0.572  C1 1.362, C4 1.392, H14 1.123
3 C 0.674 2.485 0.255  C1 1.477, C5 1.356, H15 1.078
4 C -1.393 0.682 -0.278  C2 1.392, C6 1.387, H16 1.002
5 C 0.794 1.156 0.496  C3 1.356, C6 1.395, H17 1.083
6 C -0.208 0.212 0.271  C4 1.387, C5 1.395, N10 1.442
7 C -0.249 -2.269 -2.112  O11 1.170, O12 1.143
8 C 1.170 -2.846 1.301  N9 1.293, H18 1.041, H19 1.024
9 N 0.790 -1.613 1.215  C8 1.293, N10 1.282, H20 1.078
10 N -0.134 -1.221 0.417  C6 1.442, N9 1.282
11 O 0.434 -3.104 -1.659  C7 1.170
12 O -0.991 -1.606 -2.674  C7 1.143
13 H -0.813 4.086 -0.454  C1 1.146
14 H -2.588 2.304 -0.900  C2 1.123
15 H 1.415 3.268 0.276  C3 1.078
16 H -2.031 0.033 -0.697  C4 1.002
17 H 1.785 0.802 0.751  C5 1.083
18 H 0.676 -3.441 0.604  C8 1.041
19 H 1.782 -3.113 2.078  C8 1.024
20 H 1.072 -0.827 1.898  N9 1.078

Summary:
- HOMO (alpha / beta) (eV) = -7.48 / -7.49
- lowest unoccupied orbital energy (alpha / beta) (hartree) = 0.023 / 0.023
- HOMO-LUMO gap (alpha / beta) (eV) = 8.1 / 8.1

***

Of them, the most stable is B and the least stable is A.